Version i
C4H12N2 | ωB97M-V/def2-TZVPD

```
18
Properties=species:S:1:pos:R:3:mulliken_spin:R:1
C -0.92906 -0.22000 -0.52323 0.105
N 2.07904 1.10634 -0.27854 0.295
H 0.25022 1.23506 -1.66238 -0.002
H -1.16365 1.84172 -0.73142 -0.130
H -0.10492 -3.04558 0.03073 -0.305
H 0.22615 -0.75168 1.18974 0.522
H -0.59593 -0.88732 -1.31192 0.160
H 1.80409 -0.00885 -0.35461 -0.171
C -0.75786 -1.05126 0.74094 1.226
N -1.01217 -2.47035 0.42602 0.007
H 2.82028 1.21482 0.53081 -0.370
H -2.03288 -0.09780 -0.56611 -0.251
H -1.43856 -3.09754 1.20856 -0.399
H 0.41891 1.49481 1.19389 0.163
C -0.31709 1.14239 -0.68367 0.055
H 0.75974 2.79742 -0.06710 -0.092
C 0.83127 1.73943 0.12044 0.455
H -1.37508 -0.81044 1.58054 -0.268
```

Results
- highest occupied orbital energy (spin up / spin down) (eV) = 1.221 / -4.998
- net charge = -1
- multiplicity = 2
- orbital gap (spin up / spin down) (eV) = 2.99 / 9.14
- LUMO energy (spin up / spin down) (eV) = 4.21 / 4.15

Version ii
C4H12N2 | ωB97M-V/def2-TZVPD

```
18
Properties=species:S:1:pos:R:3:mulliken_spin:R:1
H 0.90566 0.80024 3.54266 0.000
H 0.60071 -1.27509 0.67211 -0.001
N -0.78606 0.58152 -2.12398 0.871
C 0.69402 0.05960 2.78126 0.000
C -2.16422 1.02832 -2.14686 -0.008
H -0.97965 -1.44185 -1.50249 0.035
H -2.43446 1.49276 -1.18909 0.029
H -1.02997 -0.28833 -0.15383 0.013
H -0.33641 -0.27804 2.67315 0.000
H -2.25682 1.79128 -2.92278 0.003
N 1.59031 -1.26412 0.90704 0.001
H -2.86464 0.20814 -2.34317 0.029
H 0.92626 1.71943 -0.17295 0.000
C -0.60299 -0.47407 -1.14634 0.015
C 1.68847 -0.49994 1.98536 0.001
H 2.71011 -0.26105 2.31042 0.000
H 0.47445 -0.53822 -1.02121 0.007
H 0.37539 1.63289 0.32150 0.003
```

Results
- highest occupied orbital energy (spin up / spin down) (eV) = -1.605 / -1.602
- net charge = -1
- multiplicity = 2
- orbital gap (spin up / spin down) (eV) = 5.26 / 4.70
- LUMO energy (spin up / spin down) (eV) = 3.65 / 3.10

Which structure is most stable? version i, by 0.497 eV over the runner-up.

Version i
C3H12N2O2 | ωB97M-V/def2-TZVPD

```
19
Properties=species:S:1:pos:R:3:mulliken_charge:R:1
H 3.51553 0.37649 0.08998 0.310
O -0.19935 2.97276 -0.48644 -0.531
H -1.76813 1.93174 0.15357 0.248
H -2.45371 -0.86774 -0.60567 0.231
H -0.40495 1.97002 1.27675 0.325
C -0.69068 1.85655 0.22467 -0.317
N -0.23710 0.62321 -0.39159 -0.246
H 3.16466 -0.92953 0.76446 0.329
N -2.00410 -1.74829 -0.80489 -0.559
H 0.68827 -0.73577 0.95184 0.271
C -0.28361 -0.52797 0.48056 -0.682
C -0.64483 -1.78965 -0.28864 -0.504
H -0.52242 -2.66573 0.33732 0.325
H 0.75362 3.01372 -0.34838 0.305
H -0.95855 -0.39515 1.32924 0.468
H 0.69402 0.75658 -0.75523 0.210
H 0.08254 -1.87669 -1.10435 0.242
O 3.41236 -0.01484 0.96566 -0.641
H -2.14356 -1.94970 -1.78887 0.215
```

Results
- SMILES = NCCNCO.O
- highest occupied orbital energy (eV) = -8.973
- net charge = 0
- orbital gap (eV) = 9.37
- LUMO energy (eV) = 0.40

Version ii
C3H12N2O2 | ωB97M-V/def2-TZVPD

```
19
Properties=species:S:1:pos:R:3:mulliken_charge:R:1
O -1.18171 2.83836 -0.47113 -0.522
H 0.13297 -0.04454 -0.46671 0.554
H -1.98114 0.45536 -1.31546 0.140
H -1.20150 1.64338 1.23070 0.239
H 2.05068 -1.34433 1.53698 0.340
H 1.24553 0.23068 1.65178 0.264
H -2.77674 1.85595 0.42036 0.325
H -1.40254 3.64372 0.00904 0.297
N -1.39494 0.53417 -0.49389 -0.529
H 2.00894 -1.42470 -1.52762 0.341
H 0.38237 -2.15674 -1.64380 0.298
C 1.69418 -0.48548 0.96706 -0.885
H -1.35927 -0.39108 0.14039 0.342
C -1.69296 1.71832 0.24948 -0.352
H 2.52073 -0.01968 0.42977 0.339
O -0.42592 -1.46669 0.68614 -0.748
N 0.65447 -0.93251 0.02381 0.129
H 1.53717 -2.77547 -0.45672 0.337
C 1.18968 -1.87870 -0.97019 -0.909
```

Results
- SMILES = C[NH+](C)[O-].NCO
- highest occupied orbital energy (eV) = -8.436
- net charge = 0
- orbital gap (eV) = 9.32
- LUMO energy (eV) = 0.88

Which structure is most stable? version i, by 1.918 eV over the runner-up.

Version i
C3H12N2O2 | ωB97M-V/def2-TZVPD

```
19
Properties=species:S:1:pos:R:3:mulliken_charge:R:1
O -3.35331 -0.80216 2.38762 -0.689
C -0.90441 -0.97115 -0.80273 -0.038
H -0.64839 2.50093 0.44173 0.291
H 0.76958 1.84055 -0.23762 0.321
H 0.35314 -0.49659 1.01862 0.357
H 0.40352 0.40048 -1.57618 0.145
C -0.35211 0.33398 1.05247 -0.378
N -1.35084 -0.44841 0.24513 -0.449
H 3.56248 -0.92845 -2.01025 0.321
H -1.42342 -1.73953 -1.35544 0.328
H -2.82450 -0.75261 1.56140 0.438
C 0.10540 1.69336 0.59445 -1.136
O 3.81808 -0.10265 -1.58213 -0.633
H -3.19413 -1.71745 2.69299 0.309
H -0.42855 0.29775 2.17080 0.287
H 0.60917 2.21574 1.45012 0.315
N 0.17530 -0.61076 -1.64357 -0.406
H -0.03947 -0.85564 -2.59452 0.306
H 4.72246 0.14261 -1.81292 0.309
```

Results
- SMILES = CC/N=C\N.O.O
- highest occupied orbital energy (eV) = -9.413
- net charge = 0
- orbital gap (eV) = 10.05
- LUMO energy (eV) = 0.63

Version ii
C3H12N2O2 | ωB97M-V/def2-TZVPD

```
19
Properties=species:S:1:pos:R:3:mulliken_charge:R:1
H 0.22231 1.92683 -1.86981 0.235
H -2.51532 0.65915 -0.36002 0.368
H 3.10156 -0.28607 -0.77288 0.322
H -0.87824 -1.60770 0.80805 0.258
C -1.70861 -0.89633 0.84183 -0.953
C -0.54274 1.30756 0.16737 -0.184
N 1.75829 -1.57829 -0.36643 -0.173
O 2.06116 -1.01505 0.94113 -0.488
C -1.54740 0.15311 -0.24947 -0.634
N -0.08100 2.13039 -0.91291 -0.683
H -1.70218 -0.45513 1.84313 0.277
H -1.01827 1.97894 0.89190 0.259
H 2.27633 -1.81472 1.45734 0.384
H 0.30928 0.84140 0.66724 0.223
H -1.36290 -0.31645 -1.22225 0.341
H 0.81423 2.55486 -0.65216 0.213
H -2.63635 -1.46214 0.71484 0.339
O 2.64643 -0.95721 -1.31982 -0.374
H 0.80341 -1.16314 -0.60708 0.271
```

Results
- SMILES = CCCN.ONO
- highest occupied orbital energy (eV) = -8.963
- net charge = 0
- orbital gap (eV) = 9.75
- LUMO energy (eV) = 0.78

Version iii
C3H12N2O2 | ωB97M-V/def2-TZVPD

```
19
Properties=species:S:1:pos:R:3:mulliken_charge:R:1
C -1.40556 -0.35602 -0.08035 -0.571
H 0.03957 -3.44539 0.65507 0.195
N -0.61546 0.64914 0.62915 -0.173
H 1.63412 1.65552 0.29338 0.400
H -0.37937 1.38090 -0.11430 0.436
H -2.47236 -0.08417 -0.05493 0.307
H 0.53134 -0.66573 1.84373 0.376
H 0.17722 -0.76609 -1.40719 0.220
C -0.93907 -0.65159 -1.49112 -0.693
O -0.13390 -2.54777 0.38591 -0.548
H -1.13345 0.20247 -2.17524 0.304
H 0.87199 2.58774 -1.87492 0.196
H 1.38749 1.69058 2.03443 0.274
N 1.62768 1.11608 1.18736 -0.622
H 1.06229 -0.59456 0.15765 0.290
H -1.33445 -1.59592 -1.84888 0.311
C 0.67330 0.06235 0.97325 -0.323
H -1.26918 -1.21402 0.50964 0.383
O 0.61231 1.81824 -1.27900 -0.761
```

Results
- highest occupied orbital energy (eV) = -9.277
- net charge = 0
- orbital gap (eV) = 4.53
- LUMO energy (eV) = -4.74

Version iv
C3H12N2O2 | ωB97M-V/def2-TZVPD

```
19
Properties=species:S:1:pos:R:3:mulliken_charge:R:1
H 0.68017 0.64172 -1.92261 0.228
H 0.81061 -0.07114 3.21732 0.224
H -1.15563 1.21848 1.51078 0.331
H -0.86213 -0.53586 0.10537 0.228
C 1.42705 -0.09017 -1.61237 -0.971
H -2.65481 0.90986 -0.56035 0.348
N 0.36612 0.11405 2.32498 -0.631
H -1.36933 1.26412 -1.20334 0.306
H 1.55073 -1.42505 1.60175 0.371
N 0.03968 -0.97191 0.28551 -0.205
H 0.08087 -1.65471 -1.68321 0.287
H 1.90527 -0.43099 -2.53360 0.377
H -1.80612 2.50294 1.47597 0.345
O -2.08418 0.64796 -1.29254 -0.681
O -2.04651 1.59099 1.59273 -0.646
C 0.69773 -0.75432 1.44967 0.031
C 0.76684 -1.28873 -0.90945 -0.593
H 1.48552 -2.10757 -0.83696 0.371
H 2.16811 0.44031 -1.00964 0.280
```

Results
- SMILES = [H]/N=C/NCC.O.O
- highest occupied orbital energy (eV) = -9.172
- net charge = 0
- orbital gap (eV) = 10.03
- LUMO energy (eV) = 0.86

Which structure is most stable? version iv, by 1.316 eV over the runner-up.

Version i
C3H12N2O2 | ωB97M-V/def2-TZVPD

```
19
Properties=species:S:1:pos:R:3:mulliken_charge:R:1
O 0.71316 -0.12808 -1.96996 -0.771
H -1.15594 0.37617 -0.54917 0.572
H -1.16664 1.93634 -1.35922 0.274
H -0.95859 -0.43400 -3.06631 0.277
H 2.48289 0.28561 2.68330 0.301
H -1.06055 -1.34993 0.66407 0.222
H 1.64256 -1.54068 1.42740 0.330
H -0.35306 0.66732 1.99256 0.241
H 0.37186 -1.57245 2.68820 0.337
C -0.29194 0.31064 -2.58529 -0.397
H -0.11453 1.17971 -3.24748 0.360
H -2.21380 1.08668 -2.21270 0.291
C 0.25671 0.08570 1.30679 -0.493
N -1.47290 0.98584 -1.52465 -0.706
N -0.59330 -0.54062 0.25522 -0.539
O 1.87406 -0.32162 3.10160 -0.526
H 0.98824 0.74889 0.82569 0.346
H 0.01457 -0.83121 -0.53560 0.358
C 1.03720 -0.94429 2.10556 -0.478
```

Results
- highest occupied orbital energy (eV) = -8.144
- net charge = 0
- orbital gap (eV) = 9.04
- LUMO energy (eV) = 0.90

Version ii
C3H12N2O2 | ωB97M-V/def2-TZVPD

```
19
Properties=species:S:1:pos:R:3:mulliken_charge:R:1
N -1.86684 -0.24791 0.58509 -0.650
N 0.50662 -0.61279 0.49315 -0.455
H -0.17833 6.03645 -3.87878 0.322
C 0.34335 -1.49244 -1.81914 -0.895
C 0.30812 -1.79532 -0.35725 -0.384
H 0.05604 -2.43926 -2.31571 0.278
H -0.58894 -2.39095 -0.02963 0.215
H 1.04423 -2.04901 4.10184 0.321
H -0.21496 -0.64575 -2.25952 0.255
C -0.46391 0.11052 0.87813 0.004
O 0.20575 6.09018 -3.00199 -0.644
H -2.01315 -1.17643 0.93987 0.310
H -0.33435 1.01554 1.47980 0.390
O 0.93438 -1.96892 5.05549 -0.645
H 1.69385 -1.44210 5.32800 0.321
H 1.34436 -1.37153 -2.28319 0.307
H -0.04887 6.88260 -2.52973 0.322
H 1.03046 -2.53206 -0.00662 0.308
H -1.75781 0.02918 -0.37979 0.318
```

Results
- SMILES = CC/N=C\N.O.O
- highest occupied orbital energy (eV) = -9.330
- net charge = 0
- orbital gap (eV) = 10.14
- LUMO energy (eV) = 0.81

Version iii
C3H12N2O2 | ωB97M-V/def2-TZVPD

```
19
Properties=species:S:1:pos:R:3:mulliken_charge:R:1
H -1.38027 0.25234 2.40993 0.342
H -1.05741 1.13476 -1.12087 0.322
H -2.42394 -3.47576 1.77244 0.311
C 0.20550 -0.58074 -1.38623 -0.846
H -0.52921 2.27014 2.10524 0.227
H 0.97354 -0.11213 -0.77025 0.236
O 4.68491 1.28889 -1.00831 -0.638
N -1.44523 -0.28735 0.43068 -0.347
H 5.21930 2.08842 -1.07444 0.317
C -1.12938 0.04743 -0.93997 -0.645
H -1.94525 -0.32769 -1.56966 0.321
H 4.81611 0.89158 -0.14620 0.321
H -1.93400 -2.53062 0.76546 0.299
H -0.20510 2.13603 0.44925 0.173
H 0.16278 -1.65737 -1.22205 0.257
N -0.43286 1.66246 1.30143 -0.390
H 0.32428 -0.37093 -2.44904 0.310
O -2.77970 -2.90682 1.07801 -0.626
C -1.12408 0.47739 1.37458 0.054
```

Results
- SMILES = CC/N=C\N.O.O
- highest occupied orbital energy (eV) = -9.156
- net charge = 0
- orbital gap (eV) = 9.87
- LUMO energy (eV) = 0.72

Which structure is most stable? version iii, by 1.435 eV over the runner-up.

Version i
C4H9N4 | ωB97M-V/def2-TZVPD

```
17
Properties=species:S:1:pos:R:3:mulliken_charge:R:1
H 3.08030 -0.69896 1.86046 0.376
N -0.99866 -1.31010 -0.66989 -0.379
N 1.02051 -0.08905 -0.57704 -0.434
H -0.55961 -1.83016 0.12205 0.364
H 0.09452 1.51318 1.17251 0.320
H -1.73518 1.24531 0.83113 0.358
C -0.73999 0.83736 0.80390 -1.201
H 3.09369 1.49921 -1.67181 0.403
H -0.75495 -1.56727 -1.63542 0.370
C -0.39173 0.13017 -0.48779 0.158
H -2.03468 -1.41931 -0.71838 0.334
C 3.31253 0.81877 -0.92994 0.267
H -0.68411 0.75875 -1.44016 0.346
H -0.54456 0.07552 1.57298 0.399
N 1.43777 -0.60283 0.54830 -0.283
N 3.47724 0.16030 0.02893 -0.194
C 2.66134 -0.49302 0.87741 -0.203
```

Results
- highest occupied orbital energy (spin up / spin down) (eV) = -12.230 / -12.231
- net charge = +1
- orbital gap (spin up / spin down) (eV) = 8.58 / 8.58
- LUMO energy (spin up / spin down) (eV) = -3.65 / -3.65

Version ii
C4H9N4 | ωB97M-V/def2-TZVPD

```
17
Properties=species:S:1:pos:R:3:mulliken_charge:R:1
H -2.14088 -0.80700 -0.85908 0.325
H 1.01748 2.86966 0.39803 0.319
N 2.33035 -0.22311 0.04597 -0.235
C 0.05417 -1.19837 -0.41529 -0.578
C -2.02941 0.03880 -0.17719 -0.978
H -2.40650 0.99191 -0.54968 0.411
N 1.79706 0.87122 0.02135 -0.162
H 1.66769 -1.72959 1.16383 0.307
C 0.25430 1.11912 0.21577 0.548
H -2.27445 -0.42611 0.82316 0.385
N -0.54006 0.09698 -0.06273 -0.006
H 2.10497 -2.05510 -0.59200 0.379
C 1.53974 -1.40934 0.02369 -0.476
H -0.59132 -1.99351 0.09157 0.396
H -0.11025 -1.29525 -1.48325 0.398
N 0.09958 2.38288 0.45045 -0.328
H -0.77245 2.76681 0.90538 0.295
```

Results
- SMILES = CN1CCN=NC1=[NH2+]
- highest occupied orbital energy (eV) = -13.730
- net charge = +1
- orbital gap (eV) = 9.39
- LUMO energy (eV) = -4.34

Which structure is most stable? version ii, by 1.991 eV over the runner-up.

Version i
C4H9N4 | ωB97M-V/def2-TZVPD

```
17
Properties=species:S:1:pos:R:3:mulliken_charge:R:1
H 0.47368 -0.83091 3.44944 0.295
H 0.08891 2.50566 -0.94909 0.307
H 2.09832 -0.40301 2.77530 0.332
N -0.42574 -1.14942 0.94012 -0.667
C 0.31227 0.48516 -0.38514 0.514
H 0.41968 1.57449 -2.42122 0.355
C 0.57938 1.57792 -1.32488 -1.027
N -0.71020 -0.37115 -0.34284 0.258
C 1.21542 -1.03994 2.64855 -0.578
C -2.01290 -0.36190 -0.88673 -0.881
H 1.61878 1.77821 -1.17935 0.360
N 1.23229 0.16477 0.53630 -0.662
N 0.67863 -0.69581 1.29104 1.011
H -1.87332 -0.47870 -1.88902 0.412
H 1.38461 -2.12700 2.69021 0.266
H -2.74593 0.42659 -0.55526 0.309
H -2.43761 -1.27654 -0.60519 0.396
```

Results
- SMILES = Cc1n[n+](C)nn1C
- highest occupied orbital energy (eV) = -15.851
- net charge = +1
- orbital gap (eV) = 11.33
- LUMO energy (eV) = -4.52

Version ii
C4H9N4 | ωB97M-V/def2-TZVPD

```
17
Properties=species:S:1:pos:R:3:mulliken_charge:R:1
C 0.86196 -0.14206 1.01943 -0.474
C -0.04840 -1.97194 -0.47800 -1.424
H 1.25256 0.11745 1.98440 0.380
N 0.74949 0.71614 -1.25012 -0.345
H 0.67366 -2.29196 -1.26097 0.360
N 0.30768 2.20359 0.53096 -0.485
H -0.80404 -1.19300 -0.93071 0.302
C 0.61203 0.95095 0.01979 0.639
H 0.58995 -0.23204 -1.74344 0.294
H 0.45652 1.52183 -1.92748 0.319
N -3.05772 0.48545 0.17185 -0.231
H -0.36187 2.87407 0.15895 0.322
N -2.32534 1.29620 0.21184 0.232
H -0.62140 -2.86893 -0.31483 0.346
H 0.84882 -2.17657 1.58167 0.326
C 0.66442 -1.45584 0.70136 0.187
H 0.20168 2.16668 1.52531 0.251
```

Results
- highest occupied orbital energy (eV) = -14.492
- net charge = +1
- orbital gap (eV) = 10.09
- LUMO energy (eV) = -4.40

Which structure is most stable? version ii, by 2.701 eV over the runner-up.